a.
Below is 5 unconnected molecules or ions with the total composition CH12O4S2, with properties calculated with ωB97M-V/def2-TZVPD.

Structure (XYZ):
```
19
Properties=species:S:1:pos:R:3:mulliken_charge:R:1
O 0.2995 2.3697 0.3980 -0.75
S -2.4582 -1.2826 -1.0543 -0.20
H 0.2022 2.3544 -0.5509 0.33
C -0.1780 -0.8145 -3.1965 -0.74
H -1.8811 1.1043 2.4053 0.29
H -0.2838 -1.1684 -4.2143 0.30
O 2.2049 0.4931 1.0247 -0.70
H 2.0669 -0.1828 1.7058 0.36
H 0.4948 0.0255 -3.0713 0.24
O -1.2642 0.6565 1.8212 -0.65
H 0.1590 -1.6908 -2.6375 0.30
O 0.8328 -1.6199 2.0483 -0.68
H 2.8887 1.0985 1.3025 0.33
H 0.9366 1.6371 0.5725 0.41
H 0.8966 -2.4348 2.5348 0.29
H 0.0250 -1.1107 2.2034 0.35
S -1.8596 -0.2821 -2.7165 -0.07
H -2.3577 -0.4923 0.0642 0.16
H -0.7244 1.3397 1.3605 0.42
```

## Properties
SMILES string   CSS.O.O.O.O



b.
Below is 5 unconnected molecules or ions with the total composition CH12O4S2, with properties calculated with ωB97M-V/def2-TZVPD.

Structure (XYZ):
```
19
Properties=species:S:1:pos:R:3:mulliken_charge:R:1
H -2.0206 -0.6416 2.1450 0.26
H 0.1916 2.4136 0.4777 0.34
S -1.4904 -0.5078 -0.0987 0.08
H -2.2901 -2.2670 1.2434 0.32
H 2.2107 -0.7100 -1.0700 0.35
C -2.4477 -1.1860 1.2988 -0.84
H -1.5698 -2.4675 -1.8933 0.15
H 1.2659 0.4967 1.2346 0.35
O 1.8410 0.6425 -2.1111 -0.68
H 1.1706 1.3076 -1.7380 0.33
H 2.4344 1.4087 -2.3581 0.33
S -2.5548 -1.5807 -1.5869 -0.29
O 0.9563 0.9347 2.0466 -0.66
H 1.6718 0.4874 2.7104 0.31
H -0.7495 2.6285 -0.7499 0.32
H -3.5117 -0.9385 1.0835 0.34
H 2.4309 -1.8191 0.0020 0.28
O 2.2728 -0.8812 -0.1295 -0.60
O 0.1887 2.6796 -0.5066 -0.68
```

## Properties
SMILES string   CSS.O.O.O.O



Energies relative to the most stable structure are a 0.0; b 13.6, reported in kcal/mol.



a.
Below is C3H4S2 in the gas phase, with properties calculated with ωB97M-V/def2-TZVPD.

Structure (XYZ):
```
9
Properties=species:S:1:pos:R:3:mulliken_charge:R:1
H -1.9204 -0.1613 -0.8839 0.37
S -0.1836 -1.7870 -0.0251 -0.08
C 0.2778 0.7221 -0.0300 -0.48
C -1.0139 -0.2020 -0.1956 -0.35
H -1.5480 0.0852 0.8614 0.18
C 1.0480 -0.4098 -0.1511 0.08
S 2.7179 -0.7781 -0.0772 -0.25
H 0.3475 0.9369 1.1772 0.24
H 0.2747 1.5939 -0.6758 0.30
```

## Properties
SMILES string   S=C1CCS1



b.
Below is C3H4S2 in the gas phase, with properties calculated with ωB97M-V/def2-TZVPD.

Structure (XYZ):
```
9
Properties=species:S:1:pos:R:3:mulliken_charge:R:1
S 1.4968 -0.3438 -0.2048 -0.12
H -0.1296 -1.9691 -0.2260 0.31
C -0.0032 -1.1092 0.5011 -0.69
H 0.1247 -1.2432 1.4820 0.46
H 1.1459 2.1627 0.1837 0.49
C 0.7422 1.2768 0.1422 -0.37
H -1.0610 2.1594 0.3769 0.32
S -1.5720 -0.2514 -0.1796 -0.10
C -0.5515 1.2344 0.0788 -0.30
```

## Properties
SMILES string   C1=CSCS1



Energies relative to the most stable structure are a 19.3; b 0.0, reported in kcal/mol.